The following is a DFT calculation (the ωB97M-V functional and the def2-TZVPD basis) of a 15-piece molecular cluster, C87H197N7O15 overall.

CARTESIAN COORDINATES (ANGSTROEM)
C: -1.2003 0.6979 7.8141
C: -0.8213 1.3127 6.4003
C: -2.2444 1.8483 5.8264
C: -2.7510 3.0121 6.6468
C: -1.6710 4.1000 6.5382
C: -0.3282 3.6399 7.1453
N: 0.0960 2.4022 6.5625
O: 1.3523 2.0803 6.9892
C: 0.6661 4.7476 6.7944
C: -0.5000 3.7684 8.7766
C: -0.2018 0.3015 5.3675
H: -1.3109 1.3768 8.6597
H: -0.4588 0.0106 8.2213
H: -2.1289 0.1274 7.7939
H: -2.2173 2.0134 4.7494
H: -2.9715 1.0443 5.9403
H: -2.8520 2.6279 7.6619
H: -3.7122 3.3398 6.2508
H: -1.9673 5.0868 6.8939
H: -1.4526 4.3149 5.4921
H: 1.5893 4.4079 7.2638
H: 0.7060 4.7522 5.7052
H: 0.5465 5.7896 7.0910
H: 0.2906 3.1429 9.1912
H: -0.3704 4.7160 9.2993
H: -1.4169 3.3449 9.1864
H: 0.6337 0.5301 4.7058
H: -0.9284 -0.1935 4.7232
H: 0.1025 -0.5269 6.0073
H: 1.8532 2.2376 6.1856
C: 5.6887 -3.7469 1.1041
C: 4.9713 -3.3215 -0.1324
C: 5.9286 -3.0695 -1.3411
C: 6.5144 -4.4104 -1.9415
C: 5.3079 -5.3121 -2.4506
C: 4.1589 -5.5606 -1.4398
N: 3.9087 -4.2794 -0.6277
O: 2.9158 -4.3829 0.1874
C: 2.8532 -5.9345 -2.2072
C: 4.7043 -6.7191 -0.4386
C: 4.3164 -1.8902 0.0787
H: 5.8887 -4.8183 1.0901
H: 5.2077 -3.4468 2.0350
H: 6.6834 -3.3017 1.1281
H: 5.3898 -2.5578 -2.1385
H: 6.6847 -2.3278 -1.0835
H: 7.1592 -4.9664 -1.2609
H: 7.1901 -4.2466 -2.7810
H: 5.7668 -6.2536 -2.7525
H: 4.8701 -4.7988 -3.3067
H: 1.9952 -5.9438 -1.5350
H: 2.4240 -5.2832 -2.9685
H: 2.9467 -6.9331 -2.6340
H: 5.7650 -6.7306 -0.1877
H: 4.2223 -6.7560 0.5383
H: 4.4742 -7.6726 -0.9139
H: 5.0037 -1.2088 0.5801
H: 3.4171 -1.8922 0.6946
H: 3.9684 -1.3090 -0.7753
H: 2.2240 -4.2769 -0.4697
C: 2.5064 0.9090 -6.6049
C: 2.5267 -0.6681 -6.9296
C: 3.0034 -1.6872 -5.8064
C: 1.9228 -1.9889 -4.5907
C: 0.6218 -2.4099 -5.3281
C: 0.1088 -1.4854 -6.5222
N: 1.2417 -1.1606 -7.4202
O: 0.8750 -0.5220 -8.6913
C: -0.9897 -2.4080 -7.1473
C: -0.5087 -0.2384 -5.7665
C: 3.5792 -0.9709 -8.0442
H: 2.2856 1.5632 -7.4483
H: 3.4895 1.2639 -6.2955
H: 1.8144 1.1441 -5.7962
H: 3.4353 -2.6009 -6.2147
H: 3.9343 -1.3079 -5.3848
H: 1.6991 -1.0625 -4.0617
H: 2.2379 -2.8572 -4.0120
H: -0.1861 -2.4450 -4.5973
H: 0.7832 -3.4207 -5.7027
H: -0.8161 -3.4676 -7.3349
H: -1.8290 -2.5079 -6.4590
H: -1.3301 -2.0032 -8.1004
H: -0.1310 -0.0773 -4.7568
H: -0.4156 0.6617 -6.3741
H: -1.5494 -0.5189 -5.6042
H: 3.5898 -2.0254 -8.3202
H: 4.5592 -0.7568 -7.6178
H: 3.4179 -0.3560 -8.9296
H: 0.7401 -1.2214 -9.3349
C: -0.0496 -2.8594 -1.3928
C: -1.3183 -2.1731 -0.8036
C: -1.2544 -1.9781 0.7742
C: -0.3588 -0.9651 1.2809
C: -0.5440 0.3597 0.7066
C: -0.6792 0.4548 -0.8406
N: -1.4027 -0.7616 -1.3122
O: -1.5583 -0.7882 -2.6171
C: -1.4400 1.7431 -1.1347
C: 0.8072 0.6607 -1.3333
C: -2.5761 -2.9706 -1.2234
H: 0.1032 -3.7884 -0.8435
H: 0.7941 -2.1727 -1.4614
H: -0.2264 -3.0516 -2.4510
H: -2.2323 -1.6614 1.1367
H: -1.0426 -2.9282 1.2647
H: 0.6111 -1.3715 0.9942
H: -0.3647 -0.9565 2.3709
H: 0.3350 0.9026 1.0541
H: -1.3523 0.8788 1.2216
H: -0.7998 2.5957 -1.3613
H: -2.0396 1.7110 -2.0443
H: -2.1360 2.1602 -0.4069
H: 0.7981 0.4930 -2.4103
H: 1.1577 1.6893 -1.2482
H: 1.4830 -0.0884 -0.9207
H: -2.8957 -3.7935 -0.5841
H: -2.7216 -3.1678 -2.2855
H: -3.4727 -2.3628 -1.1013
H: -2.3400 -0.2519 -2.7686
C: 2.8302 11.0711 -2.5786
C: 2.8262 9.5238 -2.4218
C: 2.5151 9.0842 -0.9470
C: 1.0687 9.0549 -0.5662
C: 0.4296 7.9909 -1.4967
C: 0.5223 8.3260 -2.9955
N: 1.8426 8.9221 -3.3475
O: 2.0846 9.1533 -4.7153
C: 0.3067 7.0142 -3.7833
C: -0.5454 9.3700 -3.4546
C: 4.2102 8.9400 -2.6534
H: 3.4092 11.6788 -1.8833
H: 1.8300 11.4991 -2.6449
H: 3.2364 11.3664 -3.5460
H: 3.1046 8.2495 -0.5677
H: 2.8748 9.9198 -0.3467
H: 0.7574 10.0666 -0.8261
H: 1.1209 8.8944 0.5107
H: -0.5806 7.8653 -1.1069
H: 0.9022 7.0178 -1.3636
H: 1.1197 6.3018 -3.6429
H: -0.5836 6.4879 -3.4391
H: 0.3407 7.1304 -4.8666
H: -1.5845 9.0910 -3.2798
H: -0.5837 10.3581 -2.9960
H: -0.4398 9.5112 -4.5303
H: 4.4013 8.9620 -3.7262
H: 4.0624 7.8664 -2.5372
H: 4.9803 9.4041 -2.0372
H: 2.2461 8.2596 -5.0266
C: -3.4166 5.2320 2.1598
C: -4.4420 4.6766 1.1592
C: -4.5320 3.1478 1.3286
C: -5.3842 2.6598 2.5275
C: -6.6913 3.3199 2.5563
C: -6.6379 4.8261 2.5146
N: -5.8355 5.2256 1.3758
O: -6.0150 6.5094 1.0891
C: -8.1242 5.2467 2.4092
C: -6.1474 5.4992 3.9098
C: -4.0864 4.9969 -0.3254
H: -2.4342 5.0326 1.7317
H: -3.3828 4.8121 3.1651
H: -3.4665 6.2899 2.4175
H: -4.6056 2.6946 0.3400
H: -3.5812 2.7368 1.6678
H: -4.8447 2.6881 3.4742
H: -5.6313 1.6016 2.4424
H: -7.2045 3.1314 3.4993
H: -7.4048 3.0850 1.7665
H: -8.6978 5.0741 3.3198
H: -8.3433 6.2999 2.2339
H: -8.7566 4.7461 1.6759
H: -5.6983 6.4903 3.8454
H: -6.9462 5.5448 4.6500
H: -5.2999 4.9299 4.2915
H: -3.1468 4.6554 -0.7598
H: -4.2014 6.0603 -0.5353
H: -4.7532 4.3332 -0.8759
H: -6.5990 6.4093 0.3338
C: 4.9348 1.7366 1.9158
C: 5.5440 2.4480 0.6735
C: 5.7850 1.2404 -0.3233
C: 6.2588 1.7527 -1.7227
C: 5.1487 2.7345 -2.1964
C: 4.7252 3.8894 -1.2292
N: 4.5649 3.4075 0.1657
O: 4.0908 4.2969 1.0723
C: 5.7308 5.0341 -1.4043
C: 3.2899 4.3635 -1.7139
C: 6.8881 3.0292 0.9618
H: 3.9176 1.4361 1.6645
H: 5.0114 2.2819 2.8566
H: 5.4306 0.7789 2.0741
H: 6.5842 0.5813 0.0158
H: 4.8498 0.7003 -0.4712
H: 6.3206 0.8860 -2.3809
H: 7.2358 2.2330 -1.7775
H: 4.2379 2.1904 -2.4469
H: 5.5151 2.9583 -3.1982
H: 6.0237 5.5497 -0.4897
H: 6.6029 4.5950 -1.8890
H: 5.3873 5.7537 -2.1475
H: 2.4845 3.6294 -1.7386
H: 2.8962 5.2316 -1.1852
H: 3.4183 4.6950 -2.7443
H: 7.4639 3.4787 0.1527
H: 7.5437 2.2972 1.4334
H: 6.8482 3.8542 1.6731
H: 3.1620 4.0564 1.0412
C: 1.4532 -8.8228 -5.8410
C: 0.2487 -8.9804 -4.8875
C: 0.5013 -8.8184 -3.3461
O: -0.6321 -7.8521 -5.1798
H: 2.0491 -9.6931 -5.5660
H: 2.0880 -7.9374 -5.8068
H: 1.0091 -8.7896 -6.8359
H: -0.2733 -9.8947 -5.1699
H: -0.4365 -8.9558 -2.8078
H: 0.7524 -7.8134 -3.0068
H: 1.2134 -9.5826 -3.0346
H: -1.0317 -7.7284 -4.3158
C: -1.5367 -6.3758 5.4094
C: -1.4082 -4.9708 5.9267
C: 0.0446 -4.6218 6.4608
O: -1.9104 -4.0942 4.9255
H: -1.1971 -7.0809 6.1682
H: -1.0219 -6.5176 4.4591
H: -2.5846 -6.5347 5.1551
H: -2.1593 -4.7548 6.6865
H: 0.7461 -4.7097 5.6312
H: 0.3059 -5.4450 7.1257
H: 0.0339 -3.7796 7.1527
H: -1.6540 -3.1872 5.1076
C: -0.7067 -7.0465 -0.4260
C: -0.1103 -8.1852 0.3388
C: 1.0007 -7.8271 1.4390
O: -1.1980 -8.6756 1.0842
H: 0.0901 -6.5537 -0.9832
H: -1.1387 -6.2910 0.2302
H: -1.6031 -7.3453 -0.9693
H: 0.4067 -8.8931 -0.3090
H: 0.9223 -6.8014 1.7993
H: 1.9645 -7.9261 0.9396
H: 0.9109 -8.5108 2.2831
H: -0.8421 -9.4111 1.5881
C: 4.4221 -1.6979 4.2896
C: 2.9924 -1.6870 4.1122
C: 2.3483 -2.8677 3.4036
O: 2.5238 -1.6662 5.4325
H: 4.7730 -2.4308 5.0162
H: 4.7188 -0.7668 4.7724
H: 5.0462 -1.9272 3.4259
H: 2.7670 -0.7503 3.6024
H: 1.3710 -2.6858 2.9564
H: 2.2446 -3.7659 4.0123
H: 3.0316 -3.1848 2.6159
H: 3.2356 -1.4722 6.0467
C: -5.8212 -3.1579 1.5600
C: -5.3595 -4.2551 2.5070
C: -6.3284 -5.3655 2.6061
O: -4.0738 -4.7945 2.0106
H: -5.8023 -3.6504 0.5878
H: -5.1524 -2.3069 1.4314
H: -6.8186 -2.7585 1.7439
H: -5.2259 -3.7222 3.4484
H: -7.2514 -5.0785 3.1100
H: -5.9306 -6.2629 3.0799
H: -6.6902 -5.7260 1.6431
H: -3.4892 -4.6974 2.7658
C: -4.6758 -8.6757 -2.9642
C: -4.1802 -7.2656 -3.2571
C: -4.4503 -6.0924 -2.1996
O: -2.8185 -7.0979 -3.6114
H: -3.9422 -9.3835 -3.3501
H: -5.6493 -8.9269 -3.3853
H: -4.6845 -8.7696 -1.8783
H: -4.8299 -6.8859 -4.0457
H: -4.1840 -5.1289 -2.6342
H: -3.8708 -6.2245 -1.2860
H: -5.4565 -5.8659 -1.8470
H: -2.4597 -6.3086 -3.1991
C: 0.3118 5.8509 2.6353
C: 0.9589 4.4664 2.3979
C: 0.0375 3.2612 2.8319
O: 1.1898 4.2943 1.0647
H: -0.1025 6.0797 3.6172
H: -0.5014 5.8076 1.9107
H: 1.0460 6.5493 2.2336
H: 2.0022 4.4057 2.7077
H: -0.9530 3.1765 2.3851
H: -0.0841 3.1157 3.9053
H: 0.4751 2.2978 2.5703
H: 0.5683 4.8844 0.6320
C: -6.5032 -1.3951 -2.7377
C: -7.7195 -0.4289 -2.5349
C: -9.0564 -1.2582 -2.0273
O: -7.4230 0.5520 -1.6002
H: -6.8746 -2.3190 -3.1809
H: -6.1234 -1.5851 -1.7338
H: -5.7145 -0.9860 -3.3692
H: -7.8591 0.0379 -3.5099
H: -8.9291 -1.3688 -0.9504
H: -8.9468 -2.2160 -2.5359
H: -10.0610 -0.8657 -2.1848
H: -7.4318 0.2635 -0.6846

Output
E_tot ... -134537.5367 eV
Frontier orbital gap ... 7.92 eV
ΔE to the lowest compared entry with this formula, charge and spin ... 245.5 kJ/mol
Total charge ... 0